1.
Entry from the Open Molecules 2025 dataset: a structure of composition C23H21F3NO4S2 (wB97M-V/def2-TZVPD).

Values from the calculation:
HOMO level, eV: -2.61
Frontier orbital gap, eV: 5.20
Molecular weight, g mol⁻¹: 496.6
Total energy, eV: -63691.3597
Lowest unoccupied orbital energy, eV: 2.593

ORCA input file:
```
! RIJCOSX wB97M-V def2-TZVPD def2/J DEFGRID3
* xyz -1 1
C -5.909 -0.689 -3.758
C -4.447 -0.715 -3.428
C -3.803 -1.923 -3.144
C -2.462 -1.937 -2.765
C -1.762 -0.727 -2.610
C -0.431 -0.660 -1.924
S 0.724 0.090 -3.106
C 2.134 -1.157 -3.244
F 3.222 -0.536 -3.725
F 2.411 -1.699 -2.038
F 1.770 -2.147 -4.088
O 0.219 0.200 -4.451
O 1.209 1.245 -2.386
C -2.368 0.469 -3.032
C -3.707 0.474 -3.398
H -6.255 0.343 -3.865
H -6.116 -1.220 -4.695
H -6.507 -1.171 -2.974
H -4.362 -2.860 -3.221
H -1.943 -2.873 -2.551
H -0.013 -1.641 -1.666
H -1.811 1.408 -3.039
H -4.191 1.415 -3.672
C 6.015 1.845 5.119
C 4.998 1.627 4.035
C 4.014 2.591 3.787
C 3.104 2.438 2.741
C 3.165 1.296 1.932
S 2.222 1.207 0.404
N 0.910 0.133 0.708
C -0.217 -0.067 0.159
C -1.362 -0.491 0.973
C -2.678 -0.650 0.484
C -3.706 -1.081 1.320
C -3.468 -1.283 2.685
C -2.178 -1.076 3.199
C -1.133 -0.714 2.344
O 1.687 2.516 0.141
O 3.135 0.540 -0.484
C 4.122 0.311 2.190
C 5.020 0.474 3.242
H 6.701 0.996 5.178
H 6.606 2.750 4.932
H 5.535 1.970 6.097
H 3.977 3.483 4.416
H 2.359 3.202 2.535
H -0.405 0.211 -1.018
H -2.891 -0.423 -0.561
H -4.702 -1.254 0.901
H -4.281 -1.599 3.340
H -1.982 -1.202 4.264
H -0.120 -0.575 2.721
H 4.176 -0.571 1.557
H 5.768 -0.295 3.441
*
```

2.
Entry from the Open Molecules 2025 dataset: a structure of composition C15H22Br2N5OTi (wB97M-V/def2-TZVPD).

Values from the calculation:
HOMO level (spin up / spin down), eV: -13.80 / -13.80
Frontier orbital gap (spin up / spin down), eV: 7.33 / 7.46
Molecular weight, g mol⁻¹: 496.0
Relative energy (zero: lowest compared OMol25 entry of this formula, charge and spin), kJ/mol: 4.3
⟨S²⟩: 0.7532
Total energy, eV: -188600.4976
Lowest unoccupied orbital energy (spin up / spin down), eV: -6.464 / -6.335

ORCA input file:
```
! RIJCOSX wB97M-V def2-TZVPD def2/J DEFGRID3
* xyz 2 2
Ti -0.264 -0.045 0.355
N -0.966 -0.679 2.451
C -1.991 0.311 2.895
C -2.892 0.648 1.721
N -2.082 1.157 0.585
C -1.727 2.596 0.793
C -0.259 2.870 0.496
N 0.578 1.853 1.193
C -2.751 0.952 -0.731
C -2.978 -0.530 -1.029
N -1.784 -1.354 -0.658
H -0.234 -0.742 3.155
H -1.390 -1.605 2.436
H -2.584 -0.065 3.728
H -1.468 1.199 3.251
H -3.416 -0.255 1.410
H -3.657 1.372 2.012
H -2.357 3.232 0.170
H -1.945 2.861 1.828
H -0.050 2.791 -0.570
H -0.020 3.885 0.815
H 1.548 1.964 0.904
H 0.574 2.023 2.196
H -3.713 1.472 -0.763
H -2.107 1.394 -1.493
H -3.842 -0.909 -0.490
H -3.208 -0.637 -2.088
H -2.089 -2.235 -0.256
H -1.282 -1.612 -1.505
Br 1.176 1.511 -4.123
C 2.057 0.257 -3.040
C 3.265 -0.334 -3.469
C 3.912 -1.247 -2.685
Br 5.517 -2.010 -3.296
C 3.384 -1.621 -1.418
C 3.959 -2.547 -0.526
C 3.339 -2.815 0.669
C 2.148 -2.164 0.988
N 1.566 -1.283 0.186
C 2.180 -1.014 -1.014
C 1.514 -0.075 -1.830
O 0.365 0.426 -1.327
H 3.675 -0.057 -4.430
H 4.884 -3.042 -0.790
H 3.763 -3.524 1.366
H 1.654 -2.372 1.930
*
```

Which value of total energy does entry 1 give? -63691.3597 eV